Entry from OMol25: C3H4O2 as an isolated structure in a non-equilibrium geometry (the ωB97M-V functional and the def2-TZVPD basis).

```
9
Properties=species:S:1:pos:R:3:forces:R:3
C -1.313 -0.011 0.023 0.4 -3.5 -3.1
C 0.200 0.561 -0.286 -2.5 0.5 3.4
C 1.097 -0.614 0.231 3.1 0.7 -1.1
H -2.220 0.940 0.446 2.3 -3.6 -1.2
H 0.333 0.865 -1.358 0.0 -0.7 1.1
H 0.376 1.539 0.427 -0.3 -2.4 -1.8
H 0.707 -1.358 1.178 1.1 2.0 -2.7
O -1.412 -1.295 -0.362 -0.7 8.0 3.0
O 2.232 -0.628 -0.299 -3.4 -1.0 2.3
```
Positions in Å, forces in eV/Å.

For the LUMO energy, the calculation gives -0.31 eV. The orbital gap is 9.652 eV. For the HOMO energy, the calculation gives -10.0 eV. As for the total energy: -267.05182 Ha. The relative energy (zero: lowest compared OMol25 entry of this formula, charge and spin) comes out at 3.836 eV. Its spin multiplicity is 1.